Record 1
Computed, not measured: 2 unconnected molecules or ions with the total composition C7H12N2O2 at a distorted geometry, with ωB97M-V/def2-TZVPD.

relative energy (zero: lowest compared OMol25 entry of this formula, charge and spin)	260.8	kJ/mol
SMILES	C=C[C@H](C)O.Oc1ccn[nH]1
frontier orbital gap	9.404	eV
spin multiplicity	1
LUMO	0.6	eV
total energy	-14527.0875	eV
HOMO level	-8.82	eV

Atoms and positions in Å:
1 O 2.41 1.59 -0.30
2 O -4.78 0.38 -1.39
3 N -3.10 -0.91 -0.42
4 N -2.24 -0.93 0.63
5 C -2.57 0.11 1.36
6 C -3.67 0.79 0.82
7 C 2.24 0.28 0.28
8 C 1.10 -0.53 -0.34
9 C 3.50 -0.54 0.20
10 C -3.93 0.15 -0.36
11 C 4.53 -0.27 -0.56
12 H 1.24 -0.69 -1.43
13 H 5.45 -0.86 -0.59
14 H 2.02 0.41 1.34
15 H -5.39 1.11 -1.14
16 H 4.51 0.60 -1.21
17 H 1.03 -1.50 0.19
18 H -2.02 0.30 2.26
19 H -4.16 1.66 1.21
20 H 3.49 -1.47 0.79
21 H 0.14 0.00 -0.23
22 H 3.26 1.92 0.03
23 H -3.04 -1.61 -1.13

Record 2
Computed, not measured: a molecular structure, C30H62InN7OPSb2, with ωB97M-V/def2-TZVPD.

relative energy (zero: lowest compared OMol25 entry of this formula, charge and spin)	96.4	kJ/mol
frontier orbital gap	6.446	eV
spin multiplicity	1
LUMO	-8.4	eV
total charge	+3
total energy	-72111.7597	eV
HOMO level	-14.83	eV

Atoms and positions in Å:
1 Sb -2.78 3.86 0.15
2 Sb -0.35 1.08 -2.68
3 In 0.16 -0.58 -0.37
4 P 1.46 -3.10 -2.59
5 O 1.15 -1.70 -2.01
6 N -2.03 -1.24 -0.41
7 N 1.35 1.27 0.71
8 N 3.00 -3.44 -2.12
9 N -0.57 -0.54 1.89
10 N 1.18 -3.04 -4.19
11 N 1.56 -2.02 0.72
12 N 0.56 -4.36 -2.06
13 C 4.03 -2.40 -1.94
14 C -4.96 3.66 -2.98
15 C -1.43 -5.46 -1.37
16 C 5.21 -3.21 -1.43
17 C -3.57 3.72 -2.82
18 C -2.05 -0.37 1.88
19 C -2.60 -0.20 0.48
20 C 1.76 -1.96 -5.01
21 C 1.45 -3.86 -6.41
22 C 0.14 0.52 2.65
23 C -2.39 5.74 1.09
24 C -5.56 2.86 -3.93
25 C 3.67 -4.68 -2.61
26 C -0.20 -1.88 2.43
27 C -1.31 -0.36 -3.91
28 C 0.88 -4.23 -5.05
29 C 0.90 -5.27 -0.93
30 C -3.00 4.68 -1.83
31 C 5.16 -4.46 -2.31
32 C 1.36 -2.33 -6.43
33 C 0.41 1.71 1.78
34 C -4.78 2.09 -4.78
35 C -2.79 2.90 -3.65
36 C 1.55 1.34 -3.60
37 C 1.26 -2.24 2.15
38 C -4.87 3.76 0.60
39 C -0.91 -4.32 -2.24
40 C -1.31 2.89 -3.58
41 C -3.41 2.12 -4.63
42 C -0.43 -5.49 -0.22
43 H -3.67 5.53 -1.70
44 H -2.39 -0.31 -3.74
45 H -2.42 -1.15 -1.35
46 H -3.69 -0.22 0.51
47 H -0.83 -2.61 1.93
48 H -1.38 -6.40 -1.92
49 H -5.24 1.50 -5.56
50 H 1.37 -0.99 -4.69
51 H 1.59 -2.90 0.21
52 H 2.85 -1.94 -4.92
53 H 3.50 -4.82 -3.68
54 H -2.79 1.56 -5.31
55 H -1.11 -0.12 -4.95
56 H -2.37 5.62 2.18
57 H 1.44 2.01 0.02
58 H -0.42 0.79 3.55
59 H -2.35 0.48 2.49
60 H -2.50 -1.25 2.34
61 H 2.26 0.60 -3.24
62 H 3.27 -5.55 -2.09
63 H 0.33 -2.02 -6.62
64 H -0.45 -6.43 0.33
65 H -5.00 3.62 1.67
66 H -0.63 -4.68 0.50
67 H -5.35 4.69 0.31
68 H -0.20 -4.38 -5.11
69 H -0.49 2.07 1.29
70 H -2.28 -2.17 -0.09
71 H 5.61 -5.33 -1.83
72 H 2.28 1.13 1.10
73 H 2.00 -1.87 -7.18
74 H -0.42 -1.94 3.50
75 H 0.90 -4.33 -7.22
76 H 0.82 2.53 2.37
77 H 5.07 -3.46 -0.38
78 H 1.40 -3.29 2.41
79 H -0.93 -1.35 -3.69
80 H 1.09 0.12 2.98
81 H -5.58 4.31 -2.36
82 H 2.49 -4.17 -6.49
83 H 1.28 -6.21 -1.32
84 H -0.84 3.73 -3.09
85 H -1.43 6.13 0.76
86 H 1.68 -4.85 -0.30
87 H 1.95 -1.68 2.77
88 H 1.43 1.24 -4.68
89 H -2.46 -5.32 -1.06
90 H 5.71 -4.29 -3.24
91 H -5.34 2.93 0.07
92 H 1.92 2.34 -3.38
93 H -2.31 0.78 0.07
94 H 1.32 -5.14 -4.64
95 H 6.15 -2.67 -1.53
96 H -2.03 5.07 -2.12
97 H -3.18 6.44 0.83
98 H -1.20 -4.44 -3.29
99 H 2.50 -1.65 0.61
100 H -1.30 -3.36 -1.90
101 H -0.84 2.70 -4.55
102 H 3.68 -1.63 -1.26
103 H -6.64 2.87 -4.04
104 H 4.28 -1.91 -2.89